1.
12
Properties=species:S:1:pos:R:3:forces:R:3:mulliken_charge:R:1 method="wB97M-V/def2-TZVPD" e_tot_ev=-9340.3216 e_homo_ev=-9.8 orbital_gap_ev=5.05 e_lumo_ev=-4.80
O 1.29216 -1.14273 1.84631 -1.34 1.17 -0.40 -0.443
C 0.75689 -0.13717 1.40260 3.55 -1.57 3.23 0.064
O -2.39521 -1.59388 -0.02818 1.09 1.08 -0.66 -0.660
C -0.41430 -0.08780 0.59038 2.50 -0.25 -3.76 0.354
C 0.13956 -0.00491 -0.62743 -4.57 0.40 1.82 -0.439
O 1.55626 1.85509 -1.64220 -0.68 -1.41 -0.14 -0.688
H -3.05337 -2.26971 0.20422 0.51 0.16 0.80 0.259
H 1.32428 0.80030 1.51568 -0.40 0.49 -0.14 0.353
H -1.32309 -0.78390 0.62556 -2.84 -1.56 0.09 0.214
H -0.28120 -0.43951 -1.51869 0.63 -0.70 -0.76 0.349
H 0.58679 1.03310 -0.90542 1.93 2.28 -0.88 0.372
H 1.81123 2.77112 -1.46284 -0.38 -0.10 0.80 0.265



2.
11
Properties=species:S:1:pos:R:3:forces:R:3:mulliken_charge:R:1 method="wB97M-V/def2-TZVPD" e_tot_ev=-18571.0781 e_homo_ev=-10.1 orbital_gap_ev=8.97 e_lumo_ev=-1.18
C -1.21303 -0.20809 -0.74408 -2.53 0.02 -1.54 -1.161
C 0.07069 -0.02172 -0.02058 -0.25 -0.41 5.40 0.639
N 1.11379 0.75372 -0.61946 2.30 1.85 -0.55 0.085
O 1.88917 1.42537 0.08866 -2.70 -1.82 -1.29 -0.365
O -0.08917 0.55056 1.57719 1.03 -0.96 -5.00 -0.539
S 1.00847 -1.65762 0.06562 -0.38 0.94 0.63 -0.206
H -1.98769 -0.97807 -0.36951 2.23 0.43 -0.27 0.292
H -1.94720 0.62653 -0.73337 1.22 0.38 0.08 0.320
H -0.98138 -0.37888 -1.84375 -0.29 -0.08 1.31 0.338
H 0.65772 1.15991 1.31689 -0.61 -0.05 1.68 0.401
H 1.47864 -1.27171 1.28239 -0.01 -0.31 -0.45 0.195



3.
37
Properties=species:S:1:pos:R:3:forces:R:3:mulliken_charge:R:1 method="wB97M-V/def2-TZVPD" e_tot_ev=-19426.6865 e_homo_ev=-7.7 orbital_gap_ev=8.51 e_lumo_ev=0.84
C -0.50168 -1.71383 -1.32297 0.01 -0.24 -0.32 -0.275
C -0.67766 -3.24195 -1.31434 -0.26 -0.18 -0.30 -1.376
C -0.38406 -1.22963 0.08516 0.10 1.91 0.30 0.271
C -1.40308 -0.98864 0.94026 -0.39 -1.05 -0.59 -0.558
C 0.80909 -0.91503 0.86314 -0.08 -1.40 -0.88 0.875
C 0.42351 -0.72660 2.19809 0.04 -1.32 -0.46 -0.165
C 2.14062 -1.16462 0.49269 -0.05 -0.05 1.01 -0.350
C 1.38267 -0.70219 3.20076 0.69 0.51 0.50 -0.633
C 3.02769 -1.31644 1.53711 0.43 1.04 -0.22 -0.791
C 2.71002 -0.90968 2.84175 -0.90 0.00 -0.32 -0.570
N -0.97564 -0.93597 2.26828 0.11 2.21 -0.04 -0.270
H 0.34670 -1.43935 -1.95396 0.19 0.06 0.26 0.389
H -1.35109 -1.27507 -1.84694 -0.22 0.12 0.36 0.036
H -1.33905 -3.59550 -2.10587 0.03 0.15 -0.21 0.398
H -2.44950 -0.91678 0.67628 -0.07 -0.26 0.30 0.441
H -1.46013 -0.20534 2.78540 -0.06 -0.42 0.37 0.328
H 2.46026 -1.19958 -0.53959 -0.15 -0.55 -0.06 0.414
H 1.16498 -0.51804 4.24700 -0.26 0.14 -0.10 0.385
H 4.03059 -1.65435 1.38182 0.59 0.18 -0.40 0.404
H 3.52219 -0.63447 3.49803 -0.03 -0.63 0.43 0.393
H -1.16383 -3.52871 -0.38385 0.21 -0.19 0.07 0.332
H 0.26161 -3.77579 -1.44772 0.07 -0.01 0.31 0.294
C -1.94805 1.41710 -2.75379 0.55 0.48 0.27 -1.469
C 0.47269 2.88231 0.50913 -0.79 0.21 -0.55 -0.792
C -0.90610 2.83557 0.58662 -0.89 0.12 0.27 -0.354
C 1.05365 2.45508 -0.68288 0.95 -0.15 0.64 -0.208
C -1.70885 2.37930 -0.46321 1.16 0.31 0.09 -0.734
C 0.29709 2.05597 -1.75872 -0.60 -1.13 0.39 -0.306
C -1.09306 1.97188 -1.63838 -0.61 0.28 -0.30 1.034
H 1.01426 3.32151 1.33138 0.37 -0.32 0.05 0.422
H -1.42889 3.14648 1.48637 0.23 0.11 0.07 0.387
H 2.12798 2.29605 -0.69166 0.01 0.38 -0.26 0.324
H -2.78293 2.38614 -0.36081 -0.13 -0.17 0.00 0.361
H 0.75761 1.54046 -2.59372 0.15 0.40 -0.20 0.351
H -1.96025 2.09078 -3.60775 0.04 0.05 -0.14 0.398
H -2.97029 1.33124 -2.39296 -0.04 -0.43 -0.18 0.341
H -1.49908 0.47764 -3.07016 -0.44 -0.17 -0.17 0.270



4.
12
Properties=species:S:1:pos:R:3:forces:R:3:mulliken_charge:R:1 method="wB97M-V/def2-TZVPD" e_tot_ev=-8336.2611 e_homo_ev=-8.5 orbital_gap_ev=9.01 e_lumo_ev=0.54
O -2.01830 0.81475 -0.53158 -0.19 0.02 -0.04 -0.481
C -1.54682 -0.42516 -0.22952 0.33 -0.28 0.00 -0.077
C 0.81822 0.29205 -0.54296 -0.20 -0.08 -0.45 -0.325
C -0.24559 -0.71260 -0.24258 -0.15 0.08 0.15 -0.361
C 2.23880 -0.12032 1.25662 -0.29 0.57 0.08 -0.323
O 1.44404 0.74030 0.68972 0.24 -0.31 0.45 -0.173
H -2.98091 0.80790 -0.52105 0.13 0.02 0.00 0.341
H -2.29389 -1.17764 0.02122 0.13 0.13 -0.03 0.323
H 1.60777 -0.12806 -1.17024 -0.10 0.03 0.08 0.281
H 0.40084 1.18907 -1.00299 0.11 -0.11 0.07 0.309
H 0.08380 -1.69914 0.06727 -0.14 0.09 -0.11 0.343
H 2.49204 0.41884 2.20609 0.15 -0.17 -0.21 0.142



5.
15
Properties=species:S:1:pos:R:3:forces:R:3:mulliken_charge:R:1 method="wB97M-V/def2-TZVPD" e_tot_ev=-22594.5254 e_homo_ev=-18.4 orbital_gap_ev=8.53 charge=+2 e_lumo_ev=-9.89
C -0.27811 2.04883 -0.55334 1.64 -0.29 -0.42 -0.239
C -0.72837 0.80455 -1.18306 -0.19 0.54 -0.91 -0.282
C 0.58869 2.15189 0.52654 -2.63 1.83 -1.80 -0.158
C -0.39199 -0.35375 -0.62657 2.66 2.08 4.50 0.452
C 0.02743 -2.72155 -0.48878 1.79 -0.33 1.27 0.689
N 0.90216 1.08783 1.23728 1.51 -2.38 2.52 -0.632
N 0.56505 -0.04064 0.90631 -3.19 0.00 -4.40 0.779
N -0.70303 -1.65529 -0.65021 -2.16 -3.63 -1.33 -0.204
O 0.76373 -1.17680 1.56916 -0.08 -0.50 -2.27 -0.366
S 0.82511 -3.90531 -0.02017 -0.52 0.46 -0.84 0.020
H -0.37639 2.97433 -1.09185 -0.74 0.15 -0.23 0.385
H -1.28213 0.77380 -2.18115 0.66 0.32 1.49 0.383
H 0.82551 3.15479 0.94244 0.25 -1.03 -0.37 0.402
H 0.91666 -1.05155 2.47870 0.54 0.91 2.57 0.394
H -1.65432 -2.09115 -0.86530 0.47 1.87 0.20 0.376